1.
Formula: C5H11N2O
Source: OMol25
Level of theory: ωB97M-V/def2-TZVPD

Last column: Mulliken charge in e.
Atoms and positions in Å:
C1 0.579 -1.159 0.796  -0.0241
C2 -0.753 -0.977 0.992  -1.0143
C3 0.309 0.979 0.041  -0.3125
C4 2.451 -0.067 -0.517  -0.8491
C5 -2.289 0.032 -0.584  -0.8418
N1 1.136 -0.106 0.177  0.0349
N2 -1.224 0.235 0.423  0.1033
O1 0.471 2.036 0.965  -0.4641
H1 1.099 -2.048 1.130  0.4477
H2 -1.333 -1.575 1.483  0.7074
H3 0.324 1.312 -0.934  0.5458
H4 3.187 -0.871 -0.179  0.2985
H5 2.444 -0.155 -1.596  0.3434
H6 2.966 0.889 -0.411  0.3477
H7 -2.985 0.749 -0.349  0.4216
H8 -2.104 0.130 -1.690  0.2934
H9 -2.644 -1.021 -0.479  0.3161
H10 -1.534 0.822 1.089  0.2876
H11 0.905 1.694 1.681  0.3586

Properties
* HOMO-LUMO gap: 10.26 eV
* relative energy (zero: lowest compared OMol25 entry of this formula, charge and spin): 346.9 kJ/mol
* SMILES: CN1C=C[N@H+](C)[C@H]1O
* spin multiplicity: 1
* net charge: +1
* E: -10382.0105 eV

2.
Formula: C17H17Cl2N3O3
Source: OMol25
Level of theory: ωB97M-V/def2-TZVPD

Last column: Mulliken charge in e.
Atoms and positions in Å:
C1 -4.856 0.072 -1.477  -1.5576
C2 -3.408 0.527 -1.403  0.7725
C3 -2.849 0.405 0.025  -1.2733
N1 -1.497 0.929 0.070  0.0399
C4 -0.449 0.108 -0.167  1.0221
C5 -0.301 -1.275 -0.150  0.4382
C6 -1.263 -2.276 -0.004  0.0458
N2 -2.063 -3.095 0.098  -0.5848
N3 1.034 -1.559 -0.343  -0.5383
C7 1.625 -0.430 -0.463  0.3507
O1 0.779 0.646 -0.366  -0.4104
C8 3.079 -0.172 -0.684  -0.6504
O2 3.891 -1.228 -0.250  -0.4257
C9 3.857 -1.590 1.060  0.3501
C10 4.578 -2.743 1.401  0.4288
C11 4.632 -3.199 2.703  -0.6378
C12 3.959 -2.498 3.693  0.4007
C13 3.244 -1.355 3.383  -0.9884
C14 3.198 -0.906 2.074  -0.0771
H1 2.637 -0.011 1.858  0.3920
H2 2.724 -0.814 4.158  0.4015
Cl1 4.019 -3.061 5.321  -0.2194
H3 5.190 -4.090 2.940  0.4342
Cl2 5.406 -3.593 0.159  -0.2018
H4 3.350 0.780 -0.203  0.3318
H5 3.286 -0.087 -1.758  0.3167
C15 -1.437 2.303 -0.395  -1.1259
H6 -0.405 2.651 -0.385  0.4734
H7 -2.034 2.913 0.289  0.3701
C16 -2.030 2.397 -1.813  0.6061
C17 -2.093 3.837 -2.299  -1.5607
H8 -2.535 3.866 -3.291  0.3665
H9 -1.096 4.266 -2.337  0.4081
H10 -2.714 4.424 -1.629  0.3524
O3 -3.344 1.877 -1.824  -0.4065
H11 -1.398 1.794 -2.491  0.2558
H12 -2.861 -0.631 0.358  0.4323
H13 -3.457 1.012 0.702  0.3202
H14 -2.783 -0.091 -2.072  0.1923
H15 -5.225 0.191 -2.491  0.3774
H16 -4.928 -0.972 -1.187  0.4160
H17 -5.467 0.676 -0.812  0.3623

Properties
* HOMO-LUMO gap: 8.62 eV
* relative energy (zero: lowest compared OMol25 entry of this formula, charge and spin): 0.0 kJ/mol
* SMILES: C[C@@H]1CN(c2oc(COc3ccc(Cl)cc3Cl)nc2C#N)C[C@H](C)O1
* spin multiplicity: 1
* net charge: 0
* E: -53561.8115 eV

3.
Formula: C19H24N4OS2
Source: OMol25
Level of theory: ωB97M-V/def2-TZVPD

Last column: Mulliken charge in e.
Atoms and positions in Å:
S1 -0.315 0.730 -3.631  -0.4456
C1 0.404 1.610 -2.424  0.6102
N1 1.404 2.483 -2.719  -0.1301
H1 1.801 3.002 -1.949  0.2764
C2 2.329 2.206 -3.787  -1.5679
H2 1.778 1.657 -4.554  0.5685
H3 2.699 3.145 -4.205  0.2931
C3 3.514 1.355 -3.270  0.3966
C4 4.319 0.738 -4.433  -0.8289
H4 5.369 1.019 -4.382  0.3182
C5 4.125 -0.774 -4.257  -0.5830
H5 3.939 -1.285 -5.198  0.3216
C6 2.924 -0.852 -3.314  -0.4063
H6 2.927 -1.734 -2.673  0.3904
O1 3.043 0.282 -2.475  -0.2522
H7 1.978 -0.813 -3.872  0.1994
H8 4.999 -1.218 -3.781  0.2544
H9 3.918 1.079 -5.386  0.3428
H10 4.136 1.973 -2.610  0.3753
N2 -0.071 1.595 -1.148  0.0027
C7 0.785 1.760 0.012  -0.7277
H11 0.192 2.222 0.809  0.3421
C8 1.284 0.377 0.469  -0.8188
N3 0.160 -0.478 0.766  0.0008
C9 -0.387 -0.483 2.003  0.6242
N4 -1.573 -0.892 2.280  -0.3099
C10 -1.838 -0.880 3.623  -0.1668
C11 -0.806 -0.434 4.394  -0.5549
S2 0.561 -0.008 3.428  -0.2474
H12 -0.748 -0.316 5.456  0.3926
C12 -3.152 -1.307 4.086  0.9254
C13 -3.464 -1.397 5.442  -0.5445
C14 -4.725 -1.796 5.843  -0.6234
C15 -5.692 -2.112 4.903  -0.4329
C16 -5.390 -2.028 3.554  -0.6032
C17 -4.132 -1.629 3.147  -0.2670
H13 -3.885 -1.560 2.100  0.4452
H14 -6.140 -2.274 2.816  0.3793
H15 -6.676 -2.422 5.222  0.3814
H16 -4.955 -1.863 6.897  0.3799
H17 -2.720 -1.159 6.187  0.2514
C18 -0.739 -0.625 -0.364  -0.5581
H18 -0.192 -1.114 -1.175  0.2580
H19 -1.583 -1.241 -0.059  0.5021
C19 -1.212 0.756 -0.831  -1.1815
H20 -1.780 1.240 -0.031  0.4630
H21 -1.839 0.662 -1.718  0.4623
H22 1.861 -0.073 -0.346  0.1193
H23 1.922 0.471 1.349  0.5398
H24 1.640 2.402 -0.195  0.4340

Properties
* HOMO-LUMO gap: 8.03 eV
* SMILES: S=C(NC[C@@H]1CCCO1)N1CCN(c2nc(-c3ccccc3)cs2)CC1
* spin multiplicity: 1
* net charge: 0
* E: -49771.3498 eV

4.
Formula: C3H6N2O2
Source: OMol25
Level of theory: ωB97M-V/def2-TZVPD

Last column: Mulliken charge in e.
Atoms and positions in Å:
C1 -2.050 0.080 0.455  -0.4234
C2 -1.709 1.226 -0.058  -0.4668
C3 1.196 -1.403 0.179  -0.1825
N1 2.166 0.519 0.591  0.1330
N2 1.393 -1.311 -1.141  -0.1794
O1 2.552 1.251 1.460  -0.3025
O2 1.362 -0.552 1.034  0.0508
H1 -1.534 -0.896 0.395  0.2173
H2 -3.057 0.120 0.846  0.2152
H3 -0.796 1.347 -0.575  0.2563
H4 -2.415 2.065 0.012  0.2038
H5 1.004 -1.942 -1.762  0.2438
H6 1.887 -0.505 -1.436  0.2343

Properties
* HOMO-LUMO gap (alpha / beta): 7.18 / 7.18 eV
* relative energy (zero: lowest compared OMol25 entry of this formula, charge and spin): 760.4 kJ/mol
* spin multiplicity: 1
* net charge: 0
* E: -10276.9165 eV

5.
Formula: C7H11N4O2
Source: OMol25
Level of theory: ωB97M-V/def2-TZVPD

Last column: Mulliken charge in e.
Atoms and positions in Å:
C1 1.474 0.800 -0.017  -0.3128
C2 0.834 -1.729 -0.129  -0.7510
C3 1.733 -0.658 0.074  1.0872
C4 -1.075 -0.804 -1.393  -0.2740
C5 -4.224 0.162 0.592  -0.4695
C6 -2.764 -0.182 0.347  -0.0181
C7 3.022 -0.904 0.798  -1.6052
N1 0.314 1.285 -0.323  0.2174
N2 -0.356 -1.724 -0.627  0.6883
N3 0.087 2.604 -0.489  -0.6848
N4 -2.197 -0.359 -1.041  0.0690
O1 -0.881 -2.838 -0.790  -0.5462
O2 -3.147 1.105 0.711  -0.3441
H1 2.280 1.398 0.305  0.4683
H2 1.214 -2.680 -0.018  0.4877
H3 -4.931 0.192 -0.254  0.2743
H4 -4.712 -0.392 1.522  0.2507
H5 -2.191 -0.735 1.021  0.4307
H6 2.944 -0.197 1.621  0.4061
H7 3.146 -1.892 1.204  0.3816
H8 3.867 -0.593 0.319  0.4360
H9 -0.890 2.765 -0.562  0.2347
H10 0.688 3.280 -0.081  0.2486
H11 -2.927 -0.118 -1.778  0.3249

Properties
* HOMO-LUMO gap: 7.32 eV
* relative energy (zero: lowest compared OMol25 entry of this formula, charge and spin): 789.9 kJ/mol
* spin multiplicity: 1
* net charge: +1
* E: -17477.9166 eV